# C40H45IrN9OPS

C40H45IrN9OPS as an isolated structure (the ωB97M-V functional and the def2-TZVPD basis, the Open Molecules 2025 dataset).

Last column: Mulliken spin population.
Positions of all 98 atoms, in Å:
Ir (-0.151588, -1.601190, 0.072787)  0.218
C (-3.269689, 1.760464, -3.288516)  0.000
C (-3.100831, 0.661361, -2.460869)  0.001
N (-1.900884, 0.165377, -2.200353)  -0.004
C (-0.854842, 0.724955, -2.787316)  0.004
C (-1.033215, 1.833879, -3.621847)  0.001
N (-2.228278, 2.356539, -3.856926)  0.000
C (0.463602, 0.026842, -2.670479)  -0.002
C (1.520344, 0.445094, -3.470461)  0.001
C (2.674485, -0.311314, -3.614264)  0.001
C (2.671764, -1.555951, -2.996967)  0.000
C (1.634679, -1.891439, -2.152625)  0.011
N (0.588045, -1.071384, -1.898848)  -0.006
C (1.568686, -3.223997, -1.513824)  -0.001
C (2.445365, -4.273760, -1.766253)  -0.005
N (2.305990, -5.461800, -1.198076)  0.007
C (1.277775, -5.628986, -0.375551)  -0.004
C (0.397722, -4.599798, -0.089365)  0.006
N (0.558385, -3.406598, -0.654649)  -0.013
C (3.820553, 0.163273, -4.428689)  -0.003
C (4.794361, -0.711716, -4.898501)  0.000
C (5.847534, -0.212535, -5.649500)  0.000
N (5.992352, 1.073312, -5.951294)  0.000
C (5.065421, 1.910027, -5.497032)  0.000
C (3.973849, 1.510231, -4.742053)  0.001
H (-4.251441, 2.168465, -3.495559)  0.000
H (-3.946868, 0.168661, -1.993577)  0.000
H (-0.212587, 2.323547, -4.126957)  0.000
H (1.420925, 1.358235, -4.030816)  0.001
H (3.495702, -2.238914, -3.122351)  0.001
H (3.283411, -4.158727, -2.439355)  0.000
H (1.156737, -6.601111, 0.084192)  0.000
H (-0.442853, -4.722520, 0.579431)  0.000
H (4.748918, -1.775689, -4.714721)  0.000
H (6.610222, -0.883548, -6.026669)  0.000
H (5.200170, 2.956508, -5.744359)  0.000
H (3.281139, 2.262521, -4.391133)  0.000
S (-4.166691, -3.556486, 0.332619)  0.006
C (-3.920115, -3.217521, -1.326303)  -0.006
C (-2.745302, -2.569511, -1.568452)  0.009
C (-1.999107, -2.305621, -0.382656)  -0.002
C (-2.652782, -2.828321, 0.710943)  -0.004
C (-1.949271, -2.890386, 1.964575)  -0.002
C (-2.414656, -3.459959, 3.146900)  0.002
C (-1.555605, -3.598831, 4.217782)  0.001
C (-0.235362, -3.185323, 4.088669)  0.002
C (0.161931, -2.597653, 2.907327)  -0.010
N (-0.677926, -2.418502, 1.879168)  -0.006
H (-4.664728, -3.522351, -2.045189)  0.000
H (-2.426923, -2.301603, -2.563449)  0.001
H (-3.435528, -3.813605, 3.196907)  0.000
H (-1.902169, -4.050794, 5.137688)  0.000
H (0.479841, -3.310868, 4.888395)  0.000
H (1.176989, -2.280283, 2.736634)  0.002
O (4.151068, -2.015563, 0.680212)  0.001
C (3.015883, -1.666148, 0.666463)  0.009
N (1.880901, -1.313175, 0.655511)  0.003
C (-1.409773, 0.308659, 3.989960)  0.010
C (-0.315618, 1.244015, 3.447518)  -0.015
C (-0.259752, 2.493995, 4.334743)  0.000
C (1.039260, 0.527715, 3.569665)  0.021
P (-0.674530, 1.538124, 1.621187)  -0.072
N (-0.486827, 0.231136, 0.724669)  0.693
C (0.491930, 2.889000, 1.014846)  0.051
C (0.143835, 4.297294, 1.509059)  0.002
C (1.918169, 2.541203, 1.474454)  -0.004
C (0.544165, 2.878493, -0.518660)  0.015
C (-2.477120, 2.052925, 1.402423)  0.070
C (-2.640867, 2.779530, 0.063364)  -0.017
C (-3.348526, 0.787413, 1.343528)  0.051
C (-2.991158, 3.001734, 2.490281)  0.007
H (-1.066817, -0.107255, 4.939114)  0.000
H (-1.614789, -0.522126, 3.317595)  -0.002
H (-2.344043, 0.829033, 4.186665)  0.001
H (-0.158666, 2.160104, 5.370939)  0.000
H (-1.154500, 3.110068, 4.279233)  0.000
H (0.607197, 3.115191, 4.116588)  0.000
H (1.069761, 0.001170, 4.526441)  0.000
H (1.873280, 1.221445, 3.561736)  0.004
H (1.206034, -0.181683, 2.765782)  -0.007
H (0.066394, 4.364851, 2.592037)  0.000
H (-0.776289, 4.681820, 1.074848)  0.000
H (0.948890, 4.968347, 1.199506)  0.000
H (2.075336, 2.744050, 2.530836)  0.000
H (2.614167, 3.174434, 0.920531)  0.001
H (2.174932, 1.500359, 1.264960)  0.005
H (-0.370978, 3.219313, -0.992222)  -0.001
H (0.779043, 1.877924, -0.875444)  -0.010
H (1.347036, 3.550879, -0.830755)  0.000
H (-2.209888, 2.211029, -0.750012)  0.010
H (-2.204291, 3.774734, 0.068966)  0.000
H (-3.710094, 2.897059, -0.127675)  0.002
H (-2.953243, 0.062251, 0.630753)  -0.038
H (-4.348262, 1.081574, 1.013560)  -0.001
H (-3.455332, 0.302716, 2.311063)  0.005
H (-2.399120, 3.913848, 2.560199)  0.000
H (-3.047816, 2.546061, 3.474548)  0.001
H (-4.006655, 3.295727, 2.212749)  0.000

Forces on atoms 1 to 6 (eV/Å):
Ir 0.3 -0.6 -0.3
C 0.0 0.0 0.0
C 0.0 0.0 0.0
N -0.1 -0.2 -0.1
C 0.0 0.1 0.0
C 0.0 0.0 0.1

The calculation puts the highest occupied orbital energy (alpha / beta) at -10.4 / -10.6 eV. Its total energy is -80627.61796 eV. The total charge is +1. The spin multiplicity is 2. The calculation puts the relative energy (zero: lowest compared OMol25 entry of this formula, charge and spin) at 0.000 eV.

# C40H46AlBF5O5S

C40H46AlBF5O5S as an isolated structure (the ωB97M-V functional and the def2-TZVPD basis, the Open Molecules 2025 dataset).

Last column: Mulliken charge in e.
Positions of all 99 atoms, in Å:
C (-3.951468, 1.662630, -4.394246)  -0.820
C (-3.691082, 0.495162, -3.790940)  -0.164
Al (-2.360170, 0.552183, -2.249067)  -0.797
C (-1.945380, -1.349917, -1.622755)  -0.778
O (-1.359698, -1.373305, -0.289107)  -0.192
C (-0.452343, -2.347216, -0.059364)  0.514
C (-0.469488, -3.589455, -0.676152)  -0.429
C (0.475645, -4.559494, -0.452560)  0.890
C (0.353609, -5.860515, -1.230702)  -1.542
C (1.499935, -4.316862, 0.434289)  -1.006
C (1.509904, -3.096716, 1.071511)  -0.728
C (0.568383, -2.120377, 0.860066)  0.220
C (0.711556, -0.841336, 1.669650)  0.764
C (-0.411632, -0.682375, 2.753926)  -1.257
C (0.760717, 0.452153, 0.833318)  -1.720
B (-3.280402, 1.664098, -0.694996)  1.176
O (-2.649673, 2.562704, 0.156142)  -0.495
O (-4.682309, 1.492656, -0.529165)  -0.371
C (-5.452445, 2.415284, -1.279928)  -0.749
S (-0.286571, 1.450271, -2.925072)  1.142
O (-0.138940, 2.810880, -2.429837)  -0.694
O (0.752727, 0.609620, -2.332316)  -0.671
C (0.080796, 1.357793, -4.771641)  0.468
F (-1.002642, 1.107406, -5.525817)  -0.201
F (0.600208, 2.552518, -5.153037)  -0.272
C (1.156836, 0.296822, -5.146641)  0.505
F (1.265662, 0.289675, -6.513170)  -0.327
F (0.795418, -0.931344, -4.791320)  -0.167
F (2.355177, 0.612162, -4.681497)  -0.238
H (-3.878301, 2.575972, -3.796052)  0.106
H (-4.183882, 1.764099, -5.459023)  0.253
H (-4.146424, -0.433876, -4.155173)  0.305
H (-2.902400, -1.888981, -1.550249)  0.489
H (-1.296918, -1.791428, -2.389061)  0.425
H (-1.283464, -3.780304, -1.370984)  0.455
H (-0.212733, -6.571464, -0.616021)  0.306
H (-0.197934, -5.689041, -2.157964)  0.335
H (1.334912, -6.287800, -1.456733)  0.375
H (2.241537, -5.098169, 0.576944)  0.368
H (2.310736, -2.881806, 1.777305)  0.248
H (1.660371, -0.886120, 2.220571)  0.568
H (0.061532, -0.612877, 3.741756)  0.177
H (-0.893036, 0.290032, 2.605488)  0.216
H (-1.149705, -1.485525, 2.723790)  0.351
H (-0.123379, 0.514551, 0.198609)  0.130
H (0.752604, 1.316897, 1.508073)  0.467
H (1.639601, 0.505111, 0.185750)  0.391
H (-3.250081, 3.324531, 0.215037)  0.185
H (-6.289665, 2.813442, -0.689250)  0.261
H (-5.906525, 1.940932, -2.159177)  0.227
H (-4.869964, 3.282438, -1.627267)  0.286
C (-1.952954, -1.494108, -7.122231)  -0.263
C (-0.670062, -1.978173, -7.348690)  -0.092
C (-0.495372, -3.259411, -7.857089)  -0.640
C (-1.598508, -4.051468, -8.147133)  -0.350
C (-2.878994, -3.565165, -7.923455)  -0.374
C (-3.055787, -2.288538, -7.407390)  -0.592
H (-2.094494, -0.500399, -6.723304)  0.414
H (0.190226, -1.362724, -7.129705)  0.415
H (0.503885, -3.641148, -8.027844)  0.373
H (-1.459557, -5.048620, -8.547364)  0.358
H (-3.740104, -4.182202, -8.150410)  0.357
H (-4.054636, -1.910664, -7.226943)  0.390
C (2.728011, 1.268298, 8.009342)  -0.390
C (1.822639, 0.698024, 8.894067)  -0.384
C (1.045467, -0.380135, 8.493434)  -0.351
C (1.180143, -0.894124, 7.210563)  -0.544
C (2.087884, -0.326396, 6.327303)  -0.105
C (2.859147, 0.757647, 6.724948)  -0.616
H (3.331769, 2.111729, 8.320782)  0.353
H (1.721992, 1.095150, 9.896710)  0.349
H (0.334485, -0.820737, 9.181281)  0.355
H (0.577116, -1.737681, 6.898704)  0.378
H (2.193881, -0.728486, 5.326963)  0.524
H (3.563202, 1.203706, 6.033494)  0.426
C (6.578862, -0.782337, 3.979745)  -0.488
C (5.674405, -1.352870, 4.864766)  -0.391
C (4.896383, -2.430672, 4.464639)  -0.380
C (5.029060, -2.943213, 3.182156)  -0.257
C (5.934831, -2.374809, 2.296975)  -0.399
C (6.707532, -1.292318, 2.694475)  -0.384
H (7.183142, 0.060854, 4.290873)  0.366
H (5.574387, -0.956195, 5.867864)  0.441
H (4.185646, -2.871340, 5.153015)  0.397
H (4.423961, -3.786086, 2.872049)  0.381
H (6.037012, -2.775097, 1.296234)  0.366
H (7.409981, -0.845387, 2.002264)  0.369
C (-1.356740, 6.884347, 0.596991)  -0.501
C (-1.907757, 7.984063, 1.241907)  -0.307
C (-2.383615, 7.861680, 2.540600)  -0.370
C (-2.300075, 6.641061, 3.197394)  -0.373
C (-1.745755, 5.542460, 2.553418)  -0.384
C (-1.277419, 5.662488, 1.251905)  -0.388
H (-0.988659, 6.977946, -0.416929)  0.391
H (-1.967173, 8.937618, 0.731244)  0.351
H (-2.819283, 8.717859, 3.041359)  0.344
H (-2.667320, 6.546046, 4.211990)  0.352
H (-1.679058, 4.590502, 3.065029)  0.406
H (-0.850943, 4.803303, 0.748064)  0.485

Forces on atoms 1 to 6 (eV/Å):
C 0.1 -0.3 -0.1
C 0.0 0.0 1.0
Al -1.6 -1.2 0.4
C -0.5 0.9 -0.1
O 0.3 -0.2 -0.6
C 0.3 -0.2 0.2

The calculation puts the highest occupied orbital energy at -5.2 eV. Its total energy is -84161.50879 eV. The total charge is -1.